Formula: C4H9AuCl3F5N2O4S2SiTe
Source: the Open Molecules 2025 dataset
Level of theory: ωB97M-V/def2-TZVPD

Calculated values
Expectation value of S²: 2.01
HOMO level (alpha / beta) (Eh): -0.2873 / -0.3534
2S+1: 3
Net charge: 0
Frontier orbital gap (alpha / beta) (eV): 6.8 / 7.0

```
32
Properties=species:S:1:pos:R:3:nbo_charge:R:1
Au 0.00 -0.72 -0.91 0.753
C 2.87 -0.97 4.07 -0.274
O 2.77 -1.56 2.77 -0.489
C 1.88 -1.12 1.87 0.892
O 1.85 -1.61 0.77 -0.634
N 1.05 -0.11 2.30 -0.507
N 0.05 0.36 1.45 -0.654
H 3.70 -1.47 4.55 0.219
H 1.97 -1.16 4.66 0.182
H 3.07 0.10 4.01 0.184
H 1.01 0.14 3.27 0.389
H 0.12 1.36 1.33 0.381
H -0.88 0.12 1.79 0.402
C 2.31 2.28 -4.28 -0.269
O 2.03 0.87 -4.22 -0.467
C 1.41 0.40 -3.17 0.041
S 1.02 -1.24 -3.10 0.061
S 0.91 1.34 -1.85 -0.068
H 2.82 2.43 -5.22 0.216
H 2.95 2.56 -3.44 0.203
H 1.38 2.84 -4.25 0.207
Cl -1.91 -2.96 1.82 -0.371
Si -1.98 -1.98 0.01 1.117
Cl -1.05 -3.54 -1.22 -0.365
Cl -3.85 -2.31 -0.86 -0.397
F -4.75 1.79 -1.37 -0.591
Te -3.67 0.72 -0.33 3.472
F -3.06 0.12 -1.98 -0.593
F -5.24 -0.04 0.28 -0.584
F -3.95 1.88 1.10 -0.616
F -2.22 1.88 -0.55 -0.638
O -2.60 -0.42 0.68 -1.201
```



Formula: C34H73IN5O4
Source: the Open Molecules 2025 dataset
Level of theory: ωB97M-V/def2-TZVPD

Calculated values
HOMO level (Eh): -0.3644
2S+1: 1
Net charge: +1
Frontier orbital gap (eV): 5.1

```
117
Properties=species:S:1:pos:R:3:lowdin_charge:R:1
C -7.09 5.79 3.93 -0.106
O -6.56 4.64 4.57 -0.184
C -5.36 4.19 3.98 -0.262
C -4.55 3.39 4.99 -0.172
C -5.13 1.99 5.19 -0.201
C -4.12 0.94 5.71 -0.215
C -2.82 0.86 4.91 -0.218
C -1.94 -0.32 5.38 -0.209
C -0.49 0.10 5.71 -0.201
C 0.29 0.57 4.47 -0.198
C 0.43 -0.61 3.50 -0.175
C 1.36 -0.29 2.29 -0.098
C 0.65 -0.31 0.97 -0.087
C 0.76 0.75 0.08 -0.012
N 0.20 0.81 -1.09 0.062
N -0.54 -0.22 -1.42 -0.425
I -1.46 -0.01 -3.28 1.133
C -0.75 -1.31 -0.70 -0.149
C -1.57 -2.50 -1.12 -0.148
O -0.88 -3.71 -0.84 -0.142
O -1.72 -4.55 -0.05 0.010
C -0.14 -1.36 0.56 -0.182
O -0.35 -2.41 1.38 0.103
H -8.17 5.79 4.01 0.086
H -6.79 5.84 2.88 0.082
H -6.70 6.68 4.44 0.089
H -5.60 3.52 3.14 0.120
H -4.77 5.01 3.56 0.117
H -4.62 3.92 5.95 0.123
H -3.51 3.40 4.65 0.098
H -5.90 2.08 5.95 0.114
H -5.63 1.62 4.29 0.109
H -4.61 -0.03 5.66 0.113
H -3.92 1.14 6.77 0.119
H -2.26 1.78 5.09 0.092
H -3.08 0.77 3.85 0.117
H -2.37 -0.68 6.32 0.108
H -1.98 -1.16 4.69 0.102
H 0.01 -0.78 6.11 0.109
H -0.56 0.90 6.45 0.117
H 1.27 0.95 4.77 0.114
H -0.30 1.37 4.02 0.109
H 0.82 -1.46 4.06 0.118
H -0.57 -0.81 3.11 0.094
H 1.77 0.70 2.45 0.119
H 2.23 -0.96 2.24 0.126
H 1.38 1.59 0.38 0.146
H -2.50 -2.48 -0.55 0.157
H -1.85 -2.52 -2.18 0.060
H -2.44 -4.82 -0.65 0.114
H 0.40 -3.02 1.36 0.161
C 3.96 -2.04 5.26 -0.090
C 5.46 -1.80 5.36 -0.270
N 6.24 -2.61 4.44 -0.198
C 7.67 -2.56 4.71 -0.244
C 8.39 -1.21 4.53 -0.084
C 5.86 -2.51 3.05 -0.250
C 5.90 -1.13 2.38 -0.087
H 3.71 -3.09 5.43 0.084
H 3.44 -1.45 6.01 0.074
H 3.57 -1.74 4.28 0.040
H 5.76 -2.06 6.38 0.122
H 5.65 -0.73 5.24 0.101
H 8.17 -3.31 4.09 0.114
H 7.82 -2.89 5.74 0.112
H 8.55 -0.97 3.48 0.055
H 9.37 -1.26 5.00 0.074
H 7.85 -0.39 5.00 0.066
H 4.84 -2.91 2.94 0.093
H 6.47 -3.21 2.47 0.117
H 5.51 -0.35 3.02 0.065
H 5.30 -1.14 1.47 0.063
H 6.91 -0.85 2.08 0.056
C -0.19 3.90 -2.81 -0.111
C 0.45 4.88 -3.78 -0.270
N 0.92 4.27 -5.01 -0.197
C 1.74 5.16 -5.81 -0.245
C 1.08 6.42 -6.40 -0.083
C -0.07 3.50 -5.74 -0.252
C -1.35 4.21 -6.20 -0.077
H 0.50 3.09 -2.56 0.051
H -0.46 4.41 -1.89 0.075
H -1.10 3.46 -3.22 0.041
H 1.31 5.32 -3.27 0.120
H -0.26 5.70 -3.96 0.103
H 2.18 4.58 -6.63 0.113
H 2.58 5.47 -5.20 0.110
H 0.45 6.19 -7.25 0.057
H 1.86 7.10 -6.75 0.074
H 0.49 6.96 -5.66 0.067
H -0.37 2.65 -5.11 0.058
H 0.41 3.04 -6.60 0.117
H -1.75 4.88 -5.43 0.069
H -2.12 3.47 -6.43 0.069
H -1.19 4.79 -7.11 0.058
C -1.74 -4.85 -8.41 -0.085
C -0.87 -4.97 -7.17 -0.267
N -0.93 -3.82 -6.29 -0.195
C 0.08 -3.84 -5.24 -0.248
C 0.01 -4.95 -4.19 -0.078
C -2.26 -3.42 -5.86 -0.253
C -3.11 -4.45 -5.10 -0.075
H -1.48 -3.96 -8.99 0.082
H -1.60 -5.72 -9.04 0.077
H -2.81 -4.80 -8.16 0.065
H 0.17 -5.09 -7.51 0.121
H -1.13 -5.91 -6.65 0.102
H 0.08 -2.87 -4.74 0.085
H 1.06 -3.90 -5.73 0.113
H -0.77 -4.77 -3.45 0.036
H 0.96 -4.99 -3.64 0.075
H -0.14 -5.94 -4.63 0.072
H -2.82 -3.12 -6.75 0.104
H -2.17 -2.51 -5.26 0.063
H -3.04 -5.45 -5.52 0.073
H -4.16 -4.15 -5.13 0.075
H -2.83 -4.51 -4.04 0.042
```



Formula: C41H49N5Ni
Source: the Open Molecules 2025 dataset
Level of theory: ωB97M-V/def2-TZVPD

Calculated values
Expectation value of S²: 2.01
HOMO level (alpha / beta) (Eh): -0.2296 / -0.2305
2S+1: 3
Net charge: 0
Frontier orbital gap (alpha / beta) (eV): 5.6 / 5.7

```
96
Properties=species:S:1:pos:R:3:mulliken_spin:R:1
Ni 0.08 0.06 -0.03 1.702
C 3.83 0.76 4.81 0.000
C 3.57 1.87 3.84 0.000
C 3.14 1.46 2.39 -0.004
C 3.75 1.67 1.20 0.000
C 5.14 2.28 0.98 0.001
C 6.28 1.25 1.14 0.000
C 2.84 1.23 0.21 0.017
C 2.91 1.30 -1.20 0.033
C 2.01 0.90 -2.15 -0.001
C 2.18 1.09 -3.61 0.001
C 3.50 1.43 -4.21 0.001
C 4.67 0.35 -4.16 0.000
C 1.07 0.71 -4.20 0.002
C 0.29 0.11 -3.08 -0.006
C -0.99 -0.44 -3.31 0.020
C -1.74 -1.12 -2.35 -0.010
N -1.45 -1.08 -1.07 0.057
C -2.27 -2.02 -0.44 -0.001
C -2.31 -2.22 0.92 0.028
C -1.49 -1.57 1.87 -0.021
N -0.44 -0.81 1.68 0.017
C -0.06 -0.41 2.99 0.018
C 1.03 0.39 3.16 0.000
C 1.90 0.84 2.14 0.014
N 1.74 0.66 0.78 0.052
C -1.01 -0.90 3.97 -0.004
C -1.78 -1.78 3.28 0.011
C -2.82 -2.69 3.88 0.000
C -4.20 -2.13 3.82 0.000
C -0.91 -0.63 5.42 0.001
C -1.52 0.73 5.90 0.000
C -3.06 -2.66 -1.41 -0.004
C -2.70 -2.14 -2.61 0.004
C -3.06 -2.61 -3.99 0.000
C -3.97 -1.70 -4.83 0.000
C -3.97 -3.83 -1.13 0.000
C -3.18 -5.17 -1.23 -0.001
N 0.89 0.23 -1.90 0.031
C 0.61 0.66 -5.65 0.000
C -0.64 1.38 -5.91 0.000
H 4.70 1.06 5.36 0.000
H 4.07 -0.26 4.31 0.000
H 3.09 0.60 5.60 0.000
H 4.51 2.41 3.75 0.000
H 2.79 2.52 4.26 0.000
H 5.32 3.14 1.60 0.000
H 5.27 2.83 0.01 0.000
H 6.25 0.81 2.12 0.000
H 7.22 1.75 1.11 0.000
H 6.23 0.43 0.41 0.000
H 3.84 1.75 -1.62 0.000
H 3.85 2.37 -3.82 0.000
H 3.46 1.63 -5.28 0.000
H 4.74 0.10 -3.11 0.000
H 5.62 0.82 -4.54 0.000
H 4.44 -0.54 -4.81 0.000
H -1.26 -0.44 -4.37 0.007
H -2.97 -3.02 1.21 0.002
H 1.24 0.77 4.22 -0.001
H -2.47 -2.85 4.93 0.000
H -2.73 -3.66 3.38 0.000
H -4.26 -1.14 4.34 0.000
H -4.87 -2.87 4.34 0.000
H -4.54 -1.99 2.85 0.000
H 0.09 -0.67 5.69 0.000
H -1.48 -1.40 5.94 0.000
H -1.08 1.54 5.31 0.000
H -1.21 1.01 6.95 0.000
H -2.63 0.91 5.86 0.000
H -3.39 -3.67 -4.04 0.000
H -2.12 -2.59 -4.52 0.000
H -5.07 -1.74 -4.41 0.000
H -3.94 -2.06 -5.84 0.000
H -3.69 -0.68 -4.82 0.000
H -4.98 -3.90 -1.63 0.000
H -4.31 -3.69 -0.09 0.000
H -2.91 -5.43 -2.31 0.000
H -3.77 -6.03 -0.90 0.000
H -2.27 -5.14 -0.63 0.000
H 0.59 -0.40 -5.86 0.001
H 1.48 0.96 -6.28 0.000
H -1.48 0.88 -5.54 -0.001
H -0.74 1.64 -6.98 0.000
H -0.45 2.39 -5.49 0.000
C -2.10 4.33 1.09 -0.005
C -2.81 3.19 1.14 0.005
C -2.26 2.00 0.74 -0.004
N -1.00 1.92 0.27 0.035
C -0.35 3.02 0.02 -0.009
C -0.84 4.25 0.50 0.005
H -2.49 5.27 1.46 0.000
H -3.88 3.23 1.47 0.000
H -2.71 1.00 0.84 0.000
H 0.66 3.07 -0.40 0.004
H -0.25 5.15 0.30 0.001
```



F_max / eV/A: 1.9, 1.5, 3.5